Formula: C5H11NO
Source: the OMol25 dataset
Level of theory: ωB97M-V/def2-TZVPD

Energy (eV): -8899.6456
Structure (SMILES): C[C@H]1CN1CCO
ΔE to the lowest compared entry with this formula, charge and spin (kcal/mol): 47.31
E_LUMO (Ha): 0.041
Largest force on an atom (eV Å⁻¹): 0.4
HOMO level (eV): -9.5

Each line ends with the natural charge from an NBO analysis.
Atoms and positions in Å:
C1 0.09772 -0.62125 -2.14132  -0.61
C2 -0.64582 0.15844 -1.09176  -0.07
C3 -1.77515 -0.33005 -0.24816  -0.24
N1 -0.43649 -0.23645 0.27867  -0.45
C4 -0.02014 0.76214 1.24768  -0.25
C5 1.45854 0.46965 1.50211  -0.06
O1 1.60315 -0.86297 1.92165  -0.72
H1 1.15540 -0.33706 -2.09349  0.21
H2 -0.26729 -0.43618 -3.15689  0.21
H3 0.03198 -1.69172 -1.93331  0.22
H4 -0.66930 1.23894 -1.24822  0.18
H5 -2.15169 -1.34547 -0.35632  0.20
H6 -2.51917 0.40518 0.05764  0.19
H7 -0.18588 1.79638 0.90358  0.18
H8 -0.59043 0.61868 2.17026  0.20
H9 2.02541 0.65598 0.57356  0.15
H10 1.88917 1.10773 2.27826  0.18
H11 0.99998 -1.35196 1.33607  0.48

***

Formula: C34H66NO18
Source: the OMol25 dataset
Level of theory: ωB97M-V/def2-TZVPD

Energy (eV): -74672.5335
E_LUMO (spin up / spin down) (Ha): 0.015 / 0.015
Largest force on an atom (eV Å⁻¹): 1.2
Multiplicity: 2
HOMO level (spin up / spin down) (eV): -7.8 / -9.1

Each line ends with the Löwdin charge.
Atoms and positions in Å:
C1 -5.96161 2.79114 -3.88964  0.02
C2 -5.40735 2.41610 -2.55155  -0.55
O1 -5.71668 2.92861 -1.51217  0.11
O2 -4.52675 1.39763 -2.62957  -0.01
C3 -3.43262 1.41170 -1.69727  -0.18
C4 -3.34927 0.11203 -0.92347  -0.17
C5 -2.07124 0.07303 -0.06516  -0.20
C6 -1.06857 -0.98785 -0.51697  -0.21
C7 0.16462 -1.04441 0.39554  -0.21
C8 0.96712 -2.34805 0.25154  -0.20
C9 2.13716 -2.30186 -0.73356  -0.19
C10 3.20109 -1.24718 -0.42712  -0.18
C11 3.84491 -1.43567 0.96633  -0.27
C12 3.24185 -0.49526 2.04166  -0.09
C13 4.25719 0.26742 2.90331  -0.47
C14 4.92308 -0.66971 3.93380  -0.01
C15 3.51588 1.36944 3.66232  -0.04
N1 5.30799 0.92574 2.06611  -0.12
O3 5.15303 2.16863 1.82287  -0.02
C16 5.90910 0.13476 0.94645  -0.48
C17 7.42648 0.08357 1.18501  -0.03
C18 5.67216 0.85185 -0.38557  -0.03
C19 5.37500 -1.29865 0.93504  -0.11
H1 -6.64306 2.01058 -4.23357  0.09
H2 -5.15272 2.86943 -4.61611  0.09
H3 -6.49801 3.73353 -3.80971  0.09
H4 -2.51896 1.55692 -2.28415  0.13
H5 -3.53414 2.25316 -1.01090  0.12
H6 -3.43222 -0.74377 -1.59721  0.12
H7 -4.20855 0.06288 -0.24829  0.11
H8 -1.59481 1.05962 -0.07727  0.12
H9 -2.34933 -0.15917 0.96617  0.11
H10 -0.73383 -0.73940 -1.53157  0.12
H11 -1.56645 -1.96175 -0.52142  0.11
H12 -0.17469 -0.94546 1.43270  0.11
H13 0.77267 -0.16173 0.18183  0.10
H14 1.29613 -2.69314 1.23735  0.10
H15 0.26149 -3.10895 -0.10059  0.10
H16 2.62685 -3.28158 -0.75134  0.11
H17 1.72909 -2.12010 -1.73434  0.11
H18 2.76217 -0.24657 -0.49500  0.10
H19 3.97421 -1.27344 -1.19946  0.10
H20 3.62028 -2.46026 1.27850  0.13
H21 2.66927 -1.10446 2.75054  0.13
H22 2.53120 0.21423 1.61175  0.11
H23 4.32199 -0.66965 4.84611  0.08
H24 5.91216 -0.29969 4.20813  0.09
H25 4.97846 -1.70460 3.60021  0.07
H26 2.87999 0.90307 4.41920  0.09
H27 4.21113 2.03762 4.16980  0.09
H28 2.87026 1.94937 3.00378  0.08
H29 7.66479 -0.44628 2.10856  0.08
H30 7.82790 1.09734 1.20827  0.09
H31 7.90237 -0.45271 0.35852  0.09
H32 4.63199 1.15512 -0.50866  0.08
H33 5.92736 0.17764 -1.20608  0.09
H34 6.28651 1.74834 -0.44810  0.08
H35 5.74911 -1.74902 0.00965  0.12
H36 5.82488 -1.87680 1.74410  0.11
C20 -2.12977 5.45398 -8.50259  -0.04
O4 -3.21129 5.35666 -7.57183  0.00
C21 -2.92319 5.80958 -6.35054  -0.63
O5 -1.86694 6.26707 -6.00299  0.13
O6 -4.00356 5.66436 -5.58764  0.00
C22 -3.84027 6.11438 -4.23659  -0.03
H37 -2.50846 5.05342 -9.43793  0.09
H38 -1.83026 6.49170 -8.63508  0.10
H39 -1.27781 4.86810 -8.16326  0.10
H40 -3.60927 7.17605 -4.19861  0.09
H41 -3.05604 5.54779 -3.73726  0.10
H42 -4.78947 5.93574 -3.74027  0.09
C23 -6.97745 8.36332 -1.28941  -0.03
O7 -6.42324 9.67205 -1.11856  0.01
C24 -5.20486 9.82265 -1.63172  -0.63
O8 -4.57173 8.97209 -2.20181  0.12
O9 -4.80432 11.07122 -1.40666  0.01
C25 -3.49792 11.37027 -1.90929  -0.04
H43 -7.95815 8.39586 -0.82546  0.09
H44 -7.07340 8.12403 -2.34681  0.10
H45 -6.35736 7.61626 -0.79799  0.10
H46 -3.46424 11.24068 -2.98912  0.10
H47 -2.75189 10.73237 -1.43985  0.10
H48 -3.31464 12.40895 -1.65283  0.09
C26 -1.83270 -5.84692 -1.34347  -0.03
O10 -0.49869 -5.83792 -1.86338  0.00
C27 -0.08365 -7.01171 -2.33465  -0.63
O11 -0.72253 -8.03058 -2.35271  0.12
O12 1.16263 -6.86450 -2.78271  0.00
C28 1.73631 -8.05808 -3.32383  -0.04
H49 -2.02492 -4.83432 -1.00076  0.08
H50 -2.54446 -6.11851 -2.12033  0.10
H51 -1.91363 -6.54275 -0.51065  0.10
H52 1.15632 -8.41034 -4.17443  0.10
H53 1.78512 -8.83749 -2.56602  0.10
H54 2.73746 -7.78544 -3.64307  0.09
C29 6.09068 -6.31645 4.55476  -0.04
O13 5.86535 -5.01845 5.11320  0.00
C30 5.84208 -4.99347 6.44584  -0.63
O14 5.98864 -5.94159 7.17058  0.13
O15 5.62774 -3.73820 6.83431  0.00
C31 5.57698 -3.55913 8.25308  -0.04
H55 6.08333 -6.17947 3.47775  0.09
H56 7.05384 -6.70900 4.87440  0.10
H57 5.29939 -7.00287 4.84928  0.10
H58 6.52090 -3.84942 8.70979  0.10
H59 4.76492 -4.14130 8.68391  0.10
H60 5.39880 -2.49968 8.40938  0.09
C32 -6.77650 -2.43727 1.11793  -0.03
O16 -6.46491 -3.28310 2.23027  0.01
C33 -5.17553 -3.59717 2.32970  -0.63
O17 -4.30357 -3.23387 1.58253  0.11
O18 -5.01334 -4.38083 3.39335  0.01
C34 -3.66325 -4.79562 3.61917  -0.04
H61 -7.84837 -2.27035 1.15385  0.09
H62 -6.25030 -1.48825 1.19855  0.09
H63 -6.51306 -2.92532 0.18161  0.10
H64 -3.02050 -3.93367 3.78738  0.10
H65 -3.29225 -5.37022 2.77253  0.09
H66 -3.69085 -5.41865 4.50761  0.09

***

Formula: C48H120As2F12N11O21
Source: the OMol25 dataset
Level of theory: ωB97M-V/def2-TZVPD

Energy (eV): -265381.9393
E_LUMO (Ha): 0.033
Largest force on an atom (eV Å⁻¹): 2.7
Charge: -1
HOMO level (eV): -5.1

Each line ends with the Löwdin charge.
Atoms and positions in Å:
C1 -12.98537 -5.49074 31.11281  -0.06
C2 -11.70431 -6.29891 31.32019  -0.14
N1 -11.25153 -6.49327 32.79402  -0.23
C3 -11.03853 -5.13415 33.48845  -0.01
C4 -12.29816 -7.23475 33.62818  -0.17
C5 -12.63701 -8.62424 33.14413  -0.05
C6 -9.90885 -7.22729 32.93439  -0.09
C7 -8.69782 -6.40166 32.40235  -0.23
O1 -8.74673 -6.03982 31.06118  -0.19
C8 -8.36453 -7.15889 30.24262  -0.06
H1 -13.13246 -4.65248 31.80145  0.07
H2 -13.90228 -6.11128 31.14268  0.07
H3 -12.92594 -5.14421 30.06942  0.09
H4 -10.86904 -5.85860 30.79045  0.11
H5 -11.78802 -7.31772 30.92793  0.10
H6 -11.93817 -4.60990 33.83055  0.09
H7 -10.62006 -4.43846 32.72841  0.12
H8 -10.30377 -5.21974 34.30856  0.11
H9 -13.14278 -6.53841 33.55269  0.11
H10 -12.01533 -7.20064 34.69594  0.14
H11 -13.26002 -8.68083 32.23992  0.07
H12 -13.24002 -9.04819 33.93812  0.08
H13 -11.79478 -9.32868 33.03286  0.07
H14 -9.98213 -8.22190 32.46844  0.10
H15 -9.85133 -7.34855 34.03804  0.13
H16 -7.84526 -7.07844 32.67839  0.12
H17 -8.47995 -5.50021 32.98382  0.12
H18 -9.16964 -7.86757 30.11801  0.08
H19 -7.44006 -7.62220 30.59428  0.11
H20 -8.24074 -6.70954 29.25552  0.08
C9 -7.09539 -15.20652 23.23950  -0.04
C10 -7.37782 -14.13953 22.16332  -0.13
N2 -8.50261 -14.49709 21.17242  -0.23
C11 -8.16979 -15.68976 20.32851  0.01
C12 -9.85187 -14.70714 21.88024  -0.14
C13 -10.96127 -15.01196 20.83595  -0.05
C14 -8.76438 -13.27293 20.31652  -0.10
C15 -7.58202 -12.46441 19.80067  -0.19
O2 -6.76966 -13.33119 19.02676  -0.20
C16 -5.51388 -12.81728 18.70436  -0.10
H21 -7.86970 -15.21696 24.03826  0.07
H22 -6.10670 -14.90316 23.64288  0.06
H23 -7.02386 -16.19373 22.75476  0.08
H24 -6.51470 -13.99657 21.53967  0.12
H25 -7.67987 -13.20382 22.65001  0.12
H26 -8.78394 -15.75822 19.42659  0.11
H27 -8.33864 -16.63053 20.89184  0.11
H28 -7.11473 -15.63999 20.10327  0.10
H29 -10.10084 -13.79805 22.45033  0.11
H30 -9.72009 -15.59216 22.52078  0.11
H31 -10.78289 -14.51656 19.88802  0.06
H32 -11.90921 -14.66206 21.21859  0.07
H33 -10.87328 -16.06969 20.62592  0.07
H34 -9.30401 -12.61036 21.00104  0.11
H35 -9.36369 -13.45638 19.42797  0.13
H36 -7.02322 -11.96531 20.60958  0.10
H37 -7.90070 -11.64586 19.14494  0.12
H38 -4.94821 -13.67850 18.36300  0.09
H39 -5.09251 -12.46750 19.66755  0.09
H40 -5.46471 -11.94259 18.00729  0.10
C17 -4.03280 -13.49182 28.38564  -0.06
C18 -3.21526 -14.32664 27.44872  -0.14
N3 -2.87346 -15.73327 27.99876  -0.24
C19 -2.12803 -15.48678 29.25888  0.01
C20 -4.15853 -16.55631 28.31979  -0.11
C21 -5.11227 -16.85756 27.12598  -0.04
C22 -2.03167 -16.33725 26.93496  -0.11
C23 -1.07170 -17.43555 27.34189  -0.20
O3 -1.70444 -18.42816 28.14423  -0.20
C24 -0.84190 -19.55365 28.39387  -0.08
H41 -3.38927 -13.12089 29.18605  0.08
H42 -4.97079 -13.80568 28.81174  0.06
H43 -4.25055 -12.61148 27.78316  0.05
H44 -2.30252 -13.77359 27.22043  0.14
H45 -3.71632 -14.52854 26.48821  0.10
H46 -1.88302 -16.44176 29.71027  0.10
H47 -2.71366 -14.90456 29.97672  0.11
H48 -1.22436 -14.97821 28.96733  0.11
H49 -4.79915 -15.96819 28.98188  0.10
H50 -3.82360 -17.43517 28.88386  0.12
H51 -5.93731 -17.38647 27.67879  0.08
H52 -4.67669 -17.61273 26.47682  0.06
H53 -5.43864 -15.99416 26.52771  0.07
H54 -1.40600 -15.53834 26.54531  0.14
H55 -2.67312 -16.61201 26.08415  0.10
H56 -0.23024 -17.03677 27.94114  0.12
H57 -0.59549 -17.82807 26.44350  0.13
H58 -0.08373 -19.26245 29.11596  0.08
H59 -0.36772 -19.92074 27.48211  0.09
H60 -1.43591 -20.34338 28.82696  0.08
C25 -12.61702 -8.48758 20.14721  -0.04
C26 -11.71859 -7.25182 19.91322  -0.13
N4 -10.24888 -7.40417 20.45482  -0.23
C27 -10.33606 -7.51033 21.94848  0.02
C28 -9.56912 -8.65514 19.91827  -0.16
C29 -9.41184 -8.62195 18.39120  -0.05
C30 -9.49683 -6.13526 20.02759  -0.08
C31 -9.78231 -4.82403 20.77852  -0.21
O4 -11.05728 -4.33330 20.44630  -0.20
C32 -11.36732 -3.12741 21.13091  -0.07
H61 -13.63411 -8.29693 19.81257  0.09
H62 -12.67883 -8.61924 21.22306  0.06
H63 -12.24330 -9.41359 19.67980  0.08
H64 -12.11465 -6.32133 20.32906  0.12
H65 -11.63920 -6.99435 18.86107  0.10
H66 -9.40765 -7.25013 22.45106  0.12
H67 -10.60994 -8.52378 22.26529  0.09
H68 -11.09801 -6.81274 22.28858  0.12
H69 -10.22819 -9.46109 20.24891  0.07
H70 -8.61938 -8.82428 20.42323  0.14
H71 -8.53001 -8.10407 18.02110  0.08
H72 -10.30246 -8.22045 17.91244  0.07
H73 -9.29941 -9.64759 18.04662  0.07
H74 -9.72318 -5.96927 18.96959  0.13
H75 -8.42639 -6.37208 20.00278  0.14
H76 -8.95187 -4.16370 20.44960  0.14
H77 -9.64850 -4.96573 21.86926  0.13
H78 -10.86717 -2.29621 20.62608  0.09
H79 -11.04462 -3.22379 22.16335  0.09
H80 -12.44278 -2.98551 21.10680  0.09
C33 -9.67355 -10.45959 25.19348  -0.04
C34 -8.32851 -9.93505 25.72511  -0.15
N5 -7.60533 -10.62871 26.88534  -0.23
C35 -6.44678 -9.73385 27.24724  0.02
C36 -8.55181 -10.69838 28.06400  -0.15
C37 -7.87201 -11.19048 29.33800  -0.04
C38 -7.10560 -12.01969 26.55662  -0.07
C39 -5.98277 -12.19301 25.52515  -0.17
O5 -6.43507 -11.79081 24.24072  -0.23
C40 -5.46655 -11.39822 23.27807  -0.07
H81 -9.66648 -11.26197 24.45978  0.06
H82 -10.13297 -9.57505 24.74378  0.08
H83 -10.29368 -10.67521 26.07442  0.05
H84 -8.50546 -8.91351 26.11259  0.12
H85 -7.57690 -9.80506 24.93079  0.12
H86 -6.03256 -9.28725 26.35763  0.10
H87 -5.72368 -10.28317 27.81631  0.09
H88 -6.79457 -8.87790 27.83736  0.09
H89 -9.38870 -11.38712 27.89827  0.12
H90 -8.88317 -9.66137 28.16842  0.13
H91 -8.59201 -11.31511 30.16362  0.09
H92 -7.10475 -10.54239 29.75276  0.08
H93 -7.39336 -12.17657 29.20821  0.06
H94 -7.98816 -12.57815 26.20744  0.12
H95 -6.74741 -12.46950 27.47035  0.09
H96 -5.72112 -13.26489 25.46455  0.12
H97 -5.06719 -11.64536 25.80505  0.09
H98 -4.55856 -12.02901 23.30986  0.11
H99 -5.18380 -10.36022 23.42931  0.09
H100 -5.92255 -11.48808 22.29007  0.05
C41 -10.79054 -18.19190 29.58618  -0.03
C42 -11.55947 -17.75429 28.30549  -0.12
N6 -10.88129 -18.18268 26.98561  -0.26
C43 -9.46974 -17.83940 26.93498  -0.02
C44 -10.99569 -19.66537 26.83952  -0.19
C45 -12.39804 -20.28912 26.95742  -0.05
C46 -11.67406 -17.51001 25.83628  -0.06
C47 -11.14108 -16.16436 25.37896  -0.25
O6 -11.18967 -15.32116 26.47118  -0.18
C48 -10.62878 -14.05182 26.16280  -0.06
H101 -11.38333 -18.20015 30.48995  0.08
H102 -9.89445 -17.54619 29.66283  0.06
H103 -10.37725 -19.21113 29.47881  0.07
H104 -11.47238 -16.66756 28.26007  0.12
H105 -12.64115 -17.95178 28.23317  0.12
H106 -9.10046 -18.07835 25.92464  0.12
H107 -8.89823 -18.39581 27.68572  0.11
H108 -9.29226 -16.76579 27.06040  0.09
H109 -10.34930 -20.13495 27.56451  0.11
H110 -10.51384 -19.84557 25.87058  0.13
H111 -12.33372 -21.34211 26.69535  0.08
H112 -13.06915 -19.83245 26.21158  0.08
H113 -12.80347 -20.15980 27.96214  0.08
H114 -12.74441 -17.41098 26.06030  0.14
H115 -11.62116 -18.20260 24.98519  0.13
H116 -11.70288 -15.75917 24.50423  0.15
H117 -10.11496 -16.30162 24.97707  0.11
H118 -9.54083 -14.12152 26.05887  0.07
H119 -10.83173 -13.38831 26.98823  0.10
H120 -11.12263 -13.60946 25.28236  0.10
N7 -6.96022 -6.17486 26.23303  -0.65
O7 -6.85774 -6.62169 27.40211  -0.08
O8 -6.95286 -4.97646 26.01185  -0.04
O9 -7.10226 -6.96746 25.30948  -0.08
N8 -2.63149 -10.32972 27.39049  -0.64
O10 -3.15891 -10.57169 28.49055  -0.07
O11 -1.55737 -9.75894 27.33085  -0.03
O12 -3.22688 -10.69471 26.35454  -0.10
N9 -7.58916 -15.44604 29.03008  -0.61
O13 -7.97236 -16.62904 29.20749  -0.09
O14 -7.93978 -14.87672 28.00489  -0.04
O15 -6.82310 -14.86620 29.79542  -0.01
N10 -3.72350 -16.07045 23.51699  -0.63
O16 -3.96873 -15.91332 22.31592  -0.05
O17 -4.08076 -15.18459 24.35119  -0.10
O18 -3.20467 -17.08122 23.93105  -0.03
N11 -11.83790 -11.44621 22.15552  -0.59
O19 -10.89471 -11.04652 21.42770  -0.10
O20 -11.97817 -12.68601 22.28645  -0.07
O21 -12.62595 -10.66819 22.66203  0.02
As1 -8.60653 -10.58575 34.00828  0.75
F1 -9.81711 -9.89164 35.02137  -0.26
F2 -9.29156 -12.15485 34.21000  -0.25
F3 -7.37647 -11.20153 32.91784  -0.27
F4 -7.79768 -9.02869 33.94330  -0.26
F5 -7.52072 -10.95268 35.35457  -0.28
F6 -9.64996 -10.36946 32.58970  -0.28
As2 -13.17013 -9.09781 28.63902  0.74
F7 -12.03313 -9.70364 29.83465  -0.27
F8 -12.13319 -7.72185 28.40779  -0.26
F9 -14.28121 -8.44044 27.48334  -0.27
F10 -14.25013 -10.43505 28.89167  -0.26
F11 -14.12098 -8.24421 29.83192  -0.27
F12 -12.27437 -9.99050 27.37803  -0.29